No. 1
DFT (the ωB97M-V functional and the def2-TZVPD basis) results for a molecular structure, C5CoF15O15S5.

Last column: natural (NBO) charge in e.
Geometry (Å):
Co  -0.5356  -0.1207  0.9207  1.65
C  1.8327  2.0134  4.3803  0.75
F  2.0487  0.7898  4.8744  -0.31
F  0.5569  2.3904  4.6337  -0.34
F  2.8078  2.8961  4.7714  -0.33
S  1.8369  1.9189  2.4063  2.26
O  0.6538  1.1071  1.9580  -1.05
O  1.8945  3.2960  1.8885  -0.94
O  3.1114  1.2514  2.0399  -0.95
C  -3.0226  3.4891  0.1550  0.73
F  -3.6751  4.4255  -0.5945  -0.34
F  -2.5419  3.9925  1.2778  -0.32
F  -3.8470  2.3993  0.2855  -0.32
S  -1.3320  2.8980  -0.5981  2.28
O  -1.0268  1.6513  0.1786  -1.08
O  -1.5379  2.5934  -2.0366  -0.93
O  -0.3631  3.9762  -0.3518  -0.95
C  1.4780  -1.3789  -3.1465  0.71
F  1.8864  -0.9830  -4.3692  -0.34
F  0.2568  -1.9703  -3.2467  -0.34
F  2.3010  -2.3135  -2.5796  -0.34
S  1.2873  0.1659  -1.9948  2.34
O  0.5846  1.1776  -2.7800  -0.94
O  0.5172  -0.2787  -0.8416  -1.07
O  2.6441  0.5157  -1.6077  -0.97
C  2.1482  -3.8382  0.6820  0.73
F  1.6357  -4.7642  1.6308  -0.38
F  3.4310  -4.1312  0.4060  -0.32
F  1.3792  -3.7888  -0.3601  -0.29
S  2.1881  -2.1634  1.6344  2.30
O  0.8483  -1.5490  1.3940  -1.07
O  2.4957  -2.4265  3.0352  -0.98
O  3.2933  -1.4846  0.9281  -0.93
C  -3.4801  -2.2970  -2.1706  0.71
F  -2.6294  -2.6985  -3.1062  -0.31
F  -4.6734  -2.0332  -2.6958  -0.33
F  -3.7137  -3.2894  -1.2867  -0.34
S  -2.7680  -0.6564  -1.5493  2.31
O  -2.0007  -0.1171  -2.6165  -0.90
O  -3.9437  0.2098  -1.2623  -1.00
O  -2.0269  -0.8752  -0.2860  -1.07

Cartesian forces (eV/Å) of the 6 atoms listed first:
Co 1.145 0.324 -1.716
C -0.225 -0.475 -4.018
F 0.039 1.001 0.599
F 1.001 0.388 1.457
F -1.723 -1.046 0.434
S 3.219 -0.500 -3.784

- charge = -3
- <S²> = 3.76
- electronic energy (hartree) = -6190.8814
- 2S+1 = 4


No. 2
DFT (the ωB97M-V functional and the def2-TZVPD basis) results for a single C5H10 molecule.

Last column: natural (NBO) charge in e.
Geometry (Å):
C  -1.9657  -0.4909  -0.0597  -0.60
C  -0.5764  -0.0100  0.4529  -0.22
C  -0.0647  1.3131  -0.0023  -0.43
C  0.6248  0.0270  -0.4208  -0.22
C  1.9916  -0.4491  0.0844  -0.61
H  -2.0050  -0.2633  -1.1306  0.20
H  -2.8303  -0.0798  0.5205  0.21
H  -2.0454  -1.5612  -0.0100  0.21
H  -0.3785  -0.2830  1.4735  0.20
H  -0.6804  1.7918  -0.7660  0.21
H  0.4272  1.9529  0.7415  0.22
H  0.3829  -0.2955  -1.4327  0.20
H  2.2594  -1.4782  -0.2100  0.21
H  2.1280  -0.3478  1.1841  0.21
H  2.7326  0.1742  -0.4248  0.21

Cartesian forces (eV/Å) of the 6 atoms listed first:
C 0.875 0.606 0.291
C -1.722 -0.575 0.183
C 0.491 0.123 0.183
C -0.128 -0.876 -0.123
C 0.087 0.609 -0.204
H -0.424 0.293 0.186

- charge = 0
- electronic energy (hartree) = -196.4707
- SMILES = C[C@@H]1C[C@H]1C


No. 3
DFT (the ωB97M-V functional and the def2-TZVPD basis) results for a single C5H10 molecule.

Last column: natural (NBO) charge in e.
Geometry (Å):
C  -1.5516  -0.4629  -0.5215  -0.62
C  -0.2289  -0.9773  0.0533  -0.23
C  1.1091  -0.7026  -0.6734  -0.42
C  0.8487  -0.0179  0.6360  -0.23
C  0.4835  1.4486  0.7004  -0.61
H  -1.4406  0.1161  -1.4429  0.21
H  -2.1114  0.1112  0.2303  0.21
H  -2.2194  -1.3128  -0.7620  0.21
H  -0.5154  -1.9150  0.5122  0.22
H  1.9963  -1.3500  -0.7558  0.22
H  0.9786  -0.1044  -1.5724  0.20
H  1.5468  -0.3007  1.4436  0.21
H  1.3488  2.1227  0.7375  0.21
H  -0.1152  1.7098  -0.1754  0.20
H  -0.1294  1.6350  1.5902  0.21

Cartesian forces (eV/Å) of the 6 atoms listed first:
C -0.140 -0.019 -0.022
C 0.817 0.168 0.075
C -0.370 0.052 -0.149
C -0.388 -0.010 -0.124
C -0.146 0.011 -0.072
H -0.015 0.119 0.225

- charge = 0
- electronic energy (hartree) = -196.4624
- SMILES = C[C@@H]1C[C@@H]1C


No. 4
DFT (the ωB97M-V functional and the def2-TZVPD basis) results for a single C5H10 molecule.

Last column: natural (NBO) charge in e.
Geometry (Å):
C  0.6782  -0.1062  -0.6815  -0.18
C  0.2191  -0.5320  0.5487  -0.18
C  1.3745  -1.1230  -1.6050  -0.65
C  -1.5907  1.0742  1.1555  -0.59
C  -0.3307  0.3416  1.6378  -0.44
H  0.6175  0.9162  -0.9873  0.19
H  0.2864  -1.5887  0.7433  0.19
H  0.7644  -1.9972  -1.6610  0.22
H  2.3717  -1.3954  -1.2133  0.21
H  1.5278  -0.6910  -2.5972  0.21
H  -1.9429  1.7091  1.9853  0.20
H  -1.3997  1.7164  0.2816  0.20
H  -2.3964  0.3581  0.9118  0.21
H  -0.6864  -0.2955  2.4317  0.20
H  0.4197  1.0329  2.0226  0.21

Cartesian forces (eV/Å) of the 6 atoms listed first:
C -0.242 -2.297 2.385
C 1.196 1.299 -2.522
C 0.253 1.466 0.448
C -0.164 0.535 0.350
C -0.855 -0.159 -0.883
H 0.035 0.565 -0.039

- charge = 0
- electronic energy (hartree) = -196.4724
- SMILES = C/C=C/CC


No. 5
DFT (the ωB97M-V functional and the def2-TZVPD basis) results for a molecular structure, C5H10.

Last column: natural (NBO) charge in e.
Geometry (Å):
C  2.0476  -0.2016  -0.0442  -0.64
C  0.7079  -0.8535  0.0688  -0.30
C  -0.4006  -0.1561  0.0120  -0.08
C  -0.3619  1.3796  0.0016  -0.64
C  -1.8040  -0.7460  0.0072  -0.64
H  2.3424  0.2847  1.3411  0.23
H  2.7194  -1.3504  -0.4592  0.24
H  2.0789  0.8699  -0.9879  0.23
H  0.4843  -1.9726  0.0806  0.21
H  -1.4857  1.6275  -0.9568  0.22
H  -0.8172  1.7619  1.3917  0.23
H  0.9927  1.8582  -0.3404  0.25
H  -2.4789  0.1189  0.4602  0.23
H  -2.3012  -0.9042  -1.1990  0.22
H  -1.7237  -1.7163  0.6244  0.23

Cartesian forces (eV/Å) of the 6 atoms listed first:
C 2.158 -1.051 0.313
C -0.398 -1.076 -0.517
C -1.464 2.461 -0.175
C -1.205 0.926 0.110
C -1.297 0.732 -1.401
H -0.301 -1.413 -4.562

- charge = 0
- electronic energy (hartree) = -196.1442


No. 6
DFT (the ωB97M-V functional and the def2-TZVPD basis) results for a single C5H10 molecule.

Last column: natural (NBO) charge in e.
Geometry (Å):
C  -0.8467  -0.7704  0.6444  -0.50
C  -1.3684  0.5156  0.1341  -0.39
C  0.4952  1.3390  -0.5897  -0.39
C  1.4025  0.3166  -0.0355  -0.45
C  0.3949  -1.1937  -0.0672  -0.35
H  -0.7593  -0.8197  1.7393  0.21
H  -1.2518  -1.7372  0.2586  0.24
H  -1.8126  0.5423  -0.8489  0.20
H  -1.9476  1.0970  0.8832  0.20
H  0.5453  1.4286  -1.6917  0.20
H  0.2681  2.2705  -0.0960  0.21
H  1.6174  0.4960  1.0237  0.20
H  2.2840  0.0248  -0.6113  0.21
H  0.8011  -2.1214  0.3927  0.21
H  0.1778  -1.3880  -1.1358  0.19

Cartesian forces (eV/Å) of the 6 atoms listed first:
C -0.138 -1.425 -0.472
C 1.680 0.886 -0.907
C -2.283 -1.025 0.620
C -1.438 -2.627 0.337
C 2.764 2.426 -0.003
H 0.061 0.065 -0.399

- charge = 0
- electronic energy (hartree) = -196.3844